1.
ORCA calculation (ωB97M-V with the def2-TZVPD basis set) on a structure of composition C12H24KO12 at a distorted geometry.

Structure (XYZ):
```
49
Properties=species:S:1:pos:R:3
K -1.744 0.400 -0.500
C 3.301 0.398 -1.862
O 3.338 0.478 -0.430
C 2.144 0.540 0.367
O 0.987 0.479 -0.022
O 2.493 0.599 1.676
C 1.479 0.389 2.614
H 2.523 1.000 -2.332
H 3.342 -0.626 -2.234
H 4.243 0.876 -2.130
H 1.886 0.077 3.576
H 0.702 -0.264 2.216
H 0.970 1.306 2.911
C -2.257 -3.950 0.233
O -1.253 -3.754 1.273
C -1.087 -2.531 1.759
O -1.787 -1.543 1.470
O -0.093 -2.533 2.638
C 1.001 -3.521 2.817
H -3.228 -3.505 0.453
H -2.391 -4.988 -0.072
H -1.890 -3.450 -0.664
H 1.554 -3.701 1.895
H 0.673 -4.488 3.199
H 1.660 -3.132 3.593
C -1.791 4.813 1.709
O -1.866 4.027 2.930
C -1.748 2.694 2.792
O -1.402 2.056 1.820
O -2.107 2.187 4.041
C -1.981 0.788 4.338
H -2.795 4.811 1.284
H -1.073 4.455 0.972
H -1.631 5.863 1.954
H -1.192 0.397 3.696
H -2.929 0.298 4.118
H -1.716 0.618 5.382
C -0.221 2.113 -4.963
O 0.410 0.802 -4.863
C 0.028 -0.080 -3.933
O -0.779 0.082 -3.016
O 0.653 -1.232 -4.052
C 1.460 -1.530 -5.215
H 0.454 2.809 -5.460
H -0.396 2.548 -3.979
H -1.133 2.020 -5.553
H 2.102 -0.733 -5.589
H 0.965 -2.057 -6.031
H 2.122 -2.305 -4.827
```

Calculated values
HOMO energy	-13.4429	eV
total energy	-1974.30255	hartree
charge	+1
E_LUMO	-2.363	eV
gap between HOMO and LUMO	11.1	eV

2.
ORCA calculation (ωB97M-V with the def2-TZVPD basis set) on an isolated molecule of C12H24N2O2.

Structure (XYZ):
```
40
Properties=species:S:1:pos:R:3
C -3.335 -2.552 -1.750
C -3.128 -1.268 -0.956
C -2.464 -1.547 0.395
C -2.298 -0.253 1.172
O -3.050 0.099 2.059
N -1.241 0.479 0.763
H -0.647 0.111 0.031
C -0.929 1.767 1.332
C -1.128 2.923 0.340
H -1.537 3.780 0.879
C 0.140 3.393 -0.376
H 0.862 3.750 0.363
C 0.818 2.342 -1.262
N 1.804 1.557 -0.550
C 1.790 0.209 -0.481
O 0.880 -0.457 -0.941
C 2.991 -0.388 0.227
H 3.869 -0.245 -0.410
H 3.163 0.153 1.161
C 2.793 -1.876 0.509
C 4.020 -2.491 1.168
H 3.856 -3.548 1.360
H 4.232 -2.001 2.117
H 4.893 -2.391 0.527
H 1.923 -2.002 1.155
H 2.579 -2.386 -0.432
H 2.589 2.059 -0.165
H 1.317 2.842 -2.101
H 0.084 1.643 -1.668
H -0.130 4.244 -1.005
H -1.872 2.618 -0.398
H 0.098 1.766 1.713
H -1.614 1.884 2.176
H -3.092 -2.221 0.979
H -1.489 -2.010 0.234
H -2.500 -0.585 -1.533
H -4.091 -0.780 -0.787
H -3.966 -3.245 -1.199
H -3.811 -2.338 -2.705
H -2.379 -3.035 -1.942
```

Calculated values
HOMO energy	-9.0595	eV
total energy	-731.68505	hartree
charge	0
E_LUMO	0.628	eV
SMILES	CCCC(=O)NCCCCNC(=O)CCC
gap between HOMO and LUMO	9.7	eV

3.
ORCA calculation (ωB97M-V with the def2-TZVPD basis set) on a cluster of 3 separate species, C12H24N2O9 in total at a distorted geometry.

Structure (XYZ):
```
47
Properties=species:S:1:pos:R:3
C -1.660 0.098 1.225
N -2.306 1.377 0.855
C -3.624 1.118 0.392
O -4.468 2.265 0.600
C -5.760 1.951 0.806
O -6.315 2.158 1.861
O -6.445 1.491 -0.297
C -6.594 0.107 -0.385
O -7.412 -0.400 0.648
N -6.626 -1.204 1.537
O -7.068 -1.218 2.601
H -0.594 0.177 1.168
H -1.972 -0.651 0.499
H -2.013 -0.166 2.209
H -1.757 1.825 0.138
H -4.004 0.284 0.971
H -3.657 0.823 -0.662
H -5.654 -0.428 -0.375
H -7.084 -0.091 -1.321
O 0.823 1.795 2.297
C 1.882 1.381 1.924
O 2.609 0.610 2.755
C 3.785 -0.086 2.345
C 5.018 0.792 2.417
C 2.452 1.761 0.576
H 3.646 -0.528 1.357
H 3.884 -0.914 3.045
H 4.946 1.643 1.740
H 5.909 0.220 2.158
H 5.137 1.189 3.425
H 2.948 2.727 0.665
H 1.626 1.847 -0.125
H 3.149 1.033 0.166
O 0.621 -0.606 -1.086
C 1.388 -1.043 -1.896
O 2.055 -2.175 -1.611
C 2.855 -2.877 -2.566
C 4.260 -2.318 -2.645
C 1.684 -0.310 -3.184
H 2.362 -2.901 -3.539
H 2.887 -3.904 -2.208
H 4.265 -1.283 -2.985
H 4.866 -2.908 -3.333
H 4.728 -2.339 -1.661
H 2.438 0.452 -2.989
H 0.769 0.176 -3.514
H 2.021 -0.950 -3.996
```

Calculated values
HOMO energy	-8.9456	eV
total energy	-1258.18251	hartree
charge	0
E_LUMO	0.206	eV
SMILES	CNCOC(=O)OCON=O.CCOC(C)=O.CCOC(C)=O
gap between HOMO and LUMO	9.2	eV

4.
ORCA calculation (ωB97M-V with the def2-TZVPD basis set) on a cluster of 4 separate species, C12H24O12 in total at a distorted geometry.

Structure (XYZ):
```
48
Properties=species:S:1:pos:R:3
C 0.136 -22.832 7.558
O 1.074 -22.211 6.624
C 2.164 -21.576 7.136
O 2.338 -21.346 8.328
O 2.888 -21.182 6.160
C 3.906 -20.354 6.398
H -0.601 -23.406 6.998
H -0.226 -21.954 8.093
H 0.667 -23.537 8.198
H 4.653 -20.797 7.058
H 3.467 -19.512 6.934
H 4.407 -20.048 5.480
C -5.581 -25.526 10.493
O -4.535 -25.134 11.415
C -4.211 -25.968 12.400
O -4.696 -27.102 12.614
O -3.217 -25.409 13.035
C -2.618 -25.989 14.213
H -6.499 -25.089 10.884
H -5.657 -26.602 10.337
H -5.454 -25.200 9.460
H -1.973 -25.221 14.639
H -2.038 -26.902 14.084
H -3.400 -26.024 14.972
C -6.372 -19.861 12.623
O -7.130 -19.213 11.592
C -7.520 -19.829 10.492
O -7.499 -21.036 10.326
O -8.185 -18.956 9.689
C -8.898 -19.361 8.523
H -5.333 -19.585 12.447
H -6.296 -20.947 12.689
H -6.790 -19.372 13.503
H -8.261 -19.774 7.741
H -9.326 -18.514 7.986
H -9.747 -20.009 8.740
C -2.846 -18.122 7.866
O -3.459 -18.770 9.013
C -3.192 -20.068 9.321
O -2.407 -20.720 8.678
O -3.683 -20.358 10.646
C -3.360 -21.570 11.356
H -3.280 -17.127 7.764
H -3.115 -18.664 6.959
H -1.770 -17.977 7.961
H -2.330 -21.924 11.367
H -4.058 -22.326 10.995
H -3.464 -21.370 12.423
```

Calculated values
HOMO energy	-10.5884	eV
total energy	-1374.45551	hartree
charge	0
E_LUMO	0.582	eV
SMILES	COC(=O)OC.COC(=O)OC.COC(=O)OC.COC(=O)OC
gap between HOMO and LUMO	11.2	eV

5.
ORCA calculation (ωB97M-V with the def2-TZVPD basis set) on a cluster of 2 separate species, C12H25B2FN3O12PS in total at a distorted geometry.

Structure (XYZ):
```
57
Properties=species:S:1:pos:R:3
N 2.477 0.561 2.444
B 1.727 1.621 1.823
O 0.333 1.679 2.100
C 2.390 2.735 0.817
P 3.499 3.914 1.839
O 2.421 5.024 2.476
O 4.529 4.786 0.879
S 4.467 3.040 3.237
O 1.326 3.649 0.428
C 1.879 4.332 -0.668
O 1.712 5.435 -0.970
O 2.702 3.418 -1.319
C 2.915 2.218 -0.552
C 2.176 1.011 -1.223
B 0.653 1.308 -1.636
O 0.234 2.382 -2.458
O -0.375 0.475 -1.126
C 4.421 1.719 -0.525
O 4.653 0.587 -0.303
N 5.507 2.637 -0.823
C 6.662 2.403 -0.068
O 6.702 2.052 1.032
F 7.851 2.673 -0.701
H 3.454 0.553 2.147
H 2.046 -0.356 2.334
H -0.034 0.912 1.621
H 2.314 5.683 1.758
H 4.146 5.653 0.653
H 2.749 0.772 -2.157
H 2.204 0.089 -0.605
H -0.218 2.990 -1.843
H -0.930 1.007 -0.528
H 5.695 2.724 -1.821
C -4.720 -6.016 0.073
O -4.056 -5.352 -0.989
C -4.918 -4.514 -1.756
C -4.534 -3.053 -1.577
N -4.857 -2.587 -0.231
C -4.297 -1.275 0.088
C -2.772 -1.161 0.158
O -2.188 -1.882 1.232
C -1.897 -3.242 0.949
H -4.017 -6.716 0.523
H -5.041 -5.306 0.841
H -5.583 -6.579 -0.295
H -5.972 -4.680 -1.516
H -4.771 -4.786 -2.806
H -5.076 -2.446 -2.308
H -3.460 -2.964 -1.782
H -4.505 -3.257 0.442
H -4.697 -0.995 1.066
H -4.679 -0.542 -0.630
H -2.539 -0.108 0.350
H -2.284 -1.407 -0.790
H -1.645 -3.402 -0.102
H -2.734 -3.882 1.239
H -1.040 -3.534 1.557
```

Calculated values
HOMO energy	-8.8995	eV
total energy	-2428.70488	hartree
charge	0
E_LUMO	-0.166	eV
SMILES	NB(O)[C@]1(P(O)(O)=S)OC(=O)O[C@@]1(CB(O)O)C(=O)NC(=O)F.COCCNCCOC
gap between HOMO and LUMO	8.7	eV

6.
ORCA calculation (ωB97M-V with the def2-TZVPD basis set) on a structure of composition C12H25B3BrCl14CsF6N2O10 at a distorted geometry.

Structure (XYZ):
```
74
Properties=species:S:1:pos:R:3
F -2.485 2.967 -0.657
C -1.823 4.140 -0.285
F -2.780 5.172 -0.377
F -1.509 4.026 1.073
O -0.770 4.502 -1.099
C 0.270 3.468 -1.149
B 1.494 3.928 -0.183
O 1.875 5.329 -0.134
B 1.480 5.687 1.202
O 2.116 4.920 2.252
B 1.821 3.520 1.994
C 1.032 2.675 3.137
F 0.481 1.403 2.745
F -0.030 3.506 3.583
F 1.894 2.489 4.239
O 2.229 3.009 0.718
H -0.096 2.420 -0.940
H 0.664 3.464 -2.217
H 0.656 6.494 1.438
Cl 1.824 0.406 -3.027
C 1.493 -0.829 -4.240
C 0.043 -1.262 -4.257
Cl -0.415 -2.175 -2.790
H 2.160 -1.670 -4.045
H 1.762 -0.402 -5.207
H -0.119 -1.928 -5.106
H -0.643 -0.418 -4.350
N 0.343 -4.371 -0.250
H 0.154 -3.614 -0.926
H 0.352 -5.275 -0.744
H 1.252 -4.215 0.192
H -0.388 -4.379 0.468
O 0.075 -6.423 -3.245
Cl 1.292 -5.776 -3.698
O 2.239 -5.710 -2.597
O 0.990 -4.437 -4.142
O 1.868 -6.529 -4.785
Cs 0.462 -3.006 1.789
C 3.437 -5.250 -7.648
Cl 2.950 -3.807 -6.758
Cl 2.184 -5.722 -8.809
Cl 4.980 -4.984 -8.475
H 3.565 -6.063 -6.936
Br 4.238 3.347 -0.685
C 4.768 -7.368 0.636
Cl 4.919 -6.061 1.831
Cl 3.978 -8.760 1.409
Cl 3.772 -6.827 -0.719
Cl 6.376 -7.847 0.058
O 4.279 -1.151 -5.086
H 4.524 -0.237 -4.924
C 3.157 9.449 0.528
Cl 4.097 9.059 -0.924
Cl 2.704 7.946 1.361
Cl 4.135 10.455 1.616
Cl 1.688 10.333 0.065
C -5.889 1.496 4.133
C -5.906 0.283 5.053
C -4.508 -0.199 5.457
O -3.894 -0.880 4.367
C -3.039 -0.060 3.565
N -6.565 -0.849 4.324
H -5.552 1.250 3.123
H -6.894 1.918 4.041
H -5.239 2.277 4.530
H -6.508 0.498 5.938
H -4.614 -0.941 6.255
H -3.885 0.607 5.852
H -2.627 0.785 4.120
H -3.593 0.300 2.697
H -2.213 -0.676 3.203
H -7.413 -0.574 3.822
H -6.793 -1.624 4.954
H -5.884 -1.228 3.647
```

Calculated values
HOMO energy	-4.9820	eV
total energy	-11044.19022	hartree
charge	0
E_LUMO	-3.298	eV
gap between HOMO and LUMO	1.7	eV

7.
ORCA calculation (ωB97M-V with the def2-TZVPD basis set) on a structure of composition C12H25Be2BrCl2F3MgN2NaO9P at a distorted geometry.

Structure (XYZ):
```
59
Properties=species:S:1:pos:R:3
C 0.629 2.939 -0.493
N 1.228 1.726 -0.991
C 0.543 0.557 -0.602
C 0.776 0.357 0.939
C 2.193 0.895 1.277
C 2.770 0.412 2.607
N 4.115 0.967 2.834
C 5.102 0.414 2.052
C 5.568 1.086 0.777
O 5.673 -0.634 2.386
H 0.040 2.768 0.412
H -0.058 3.302 -1.264
H 1.371 3.710 -0.273
H 1.000 -0.271 -1.144
H -0.548 0.582 -0.817
H -0.006 0.933 1.438
H 0.673 -0.713 1.123
H 2.852 0.558 0.480
H 2.121 1.976 1.348
H 2.732 -0.672 2.716
H 2.131 0.821 3.393
H 4.117 2.023 2.607
H 5.641 0.324 0.004
H 4.841 1.821 0.440
H 6.525 1.577 0.935
Na -0.976 5.043 -1.306
Be 5.625 -2.647 1.922
O 1.111 1.711 -3.382
H 1.428 1.859 -2.480
O 0.956 0.632 -6.369
H 0.665 1.030 -5.540
H 1.582 -0.043 -6.091
Br 3.680 3.921 2.339
O 3.431 6.443 -0.771
P 2.527 7.349 0.054
O 3.074 7.382 1.529
O 1.138 6.764 0.111
O 2.540 8.723 -0.574
Mg 4.668 7.180 2.326
Be -2.037 -0.131 0.865
C -6.941 -5.313 -0.791
C -5.763 -5.233 0.154
O -5.032 -3.994 -0.029
C -5.522 -2.931 0.584
O -6.496 -2.866 1.267
C -4.602 -1.725 0.322
F -4.213 -1.647 -0.948
F -3.457 -1.831 1.086
F -5.183 -0.583 0.647
H -6.611 -5.177 -1.821
H -7.430 -6.281 -0.700
H -7.671 -4.533 -0.576
H -5.059 -6.035 -0.060
H -6.073 -5.340 1.192
C -2.228 -5.683 -1.022
Cl -2.146 -6.970 0.189
Cl -2.900 -6.269 -2.546
H -2.863 -4.891 -0.645
H -1.226 -5.311 -1.202
```

Calculated values
HOMO energy	-8.9924	eV
total energy	-5785.49279	hartree
charge	+1
E_LUMO	-7.644	eV
gap between HOMO and LUMO	1.3	eV

8.
ORCA calculation (ωB97M-V with the def2-TZVPD basis set) on a structure of composition C12H25ClNO2P2Zr at a distorted geometry.

Structure (XYZ):
```
44
Properties=species:S:1:pos:R:3
Zr -0.130 -0.301 0.571
P 1.545 -2.027 -0.332
C 0.397 -3.441 -0.071
C -1.006 -3.195 0.428
N -1.472 -1.947 0.622
C -2.690 -1.705 1.146
C -3.504 -2.765 1.487
C -3.055 -4.062 1.252
C -1.800 -4.279 0.715
C -3.135 -0.293 1.456
P -2.396 1.031 0.440
H -1.390 -5.266 0.564
H -4.467 -2.545 1.943
H -3.692 -4.908 1.494
H -4.225 -0.216 1.327
H -2.926 -0.067 2.514
H 0.393 -3.982 -1.013
H 0.916 -4.136 0.645
H -1.527 -2.618 -5.241
O -1.528 -3.505 -5.605
H -1.874 -4.024 -4.870
H 1.799 3.255 -0.774
O 0.679 1.225 -0.770
H 0.643 1.200 -1.761
C -3.482 1.054 -1.005
H -4.520 1.226 -0.687
H -3.166 1.859 -1.684
H -3.421 0.099 -1.543
C -2.799 2.573 1.299
H -2.397 3.409 0.707
H -3.888 2.692 1.394
H -2.336 2.592 2.295
C 2.922 -2.393 0.782
H 3.242 -3.431 0.636
H 3.757 -1.715 0.553
H 2.622 -2.233 1.825
C 2.229 -2.298 -1.984
H 2.946 -1.492 -2.198
H 2.752 -3.265 -2.047
H 1.432 -2.271 -2.741
Cl 0.474 0.061 2.791
C 1.570 2.521 0.009
H 0.840 2.701 0.824
H 2.231 1.747 0.369
```

Calculated values
HOMO energy	-17.7564	eV
total energy	-1866.47938	hartree
charge	+3
E_LUMO	-11.510	eV
gap between HOMO and LUMO	6.2	eV

9.
ORCA calculation (ωB97M-V with the def2-TZVPD basis set) on a cluster of 3 separate species, C12H25ClO4 in total at a distorted geometry.

Structure (XYZ):
```
42
Properties=species:S:1:pos:R:3
C -4.416 -4.890 -2.190
C -4.057 -6.023 -1.396
C -3.464 -5.669 0.048
Cl -4.222 -6.773 1.322
O -2.019 -5.851 -0.004
C -1.464 -4.770 -0.746
O -0.268 -4.889 -1.043
H -3.834 -4.720 -3.146
H -5.215 -4.202 -1.793
H -4.134 -7.092 -1.740
H -3.681 -4.571 0.265
H -2.072 -3.882 -1.099
C 0.488 -1.455 -0.728
C -0.824 -0.910 -1.266
O -1.673 -0.375 -0.262
C -1.150 0.713 0.489
C -0.794 1.921 -0.359
H 0.304 -2.230 0.020
H 1.081 -1.885 -1.538
H 1.084 -0.673 -0.254
H -1.378 -1.726 -1.736
H -0.648 -0.166 -2.050
H -0.292 0.383 1.084
H -1.928 0.998 1.202
H -0.013 1.694 -1.087
H -0.436 2.736 0.274
H -1.669 2.269 -0.915
C 4.124 2.594 0.991
C 2.815 3.141 0.448
O 1.963 3.676 1.451
C 2.483 4.762 2.206
C 2.843 5.972 1.361
H 3.933 1.819 1.739
H 4.720 2.164 0.183
H 4.723 3.369 1.471
H 2.262 2.327 -0.025
H 2.994 3.887 -0.333
H 3.339 4.430 2.803
H 1.703 5.045 2.916
H 3.626 5.746 0.635
H 3.199 6.785 1.997
H 1.970 6.320 0.803
```

Calculated values
HOMO energy	-9.0768	eV
total energy	-1233.20117	hartree
charge	0
E_LUMO	-0.565	eV
SMILES	C=C[C@@H](Cl)OC=O.CCOCC.CCOCC
gap between HOMO and LUMO	8.5	eV